No. 1
Below is 2 unconnected molecules or ions with the total composition C3H7OS, with properties calculated with the ωB97M-V functional and the def2-TZVPD basis.

Computed properties:
Net charge   -2
⟨S²⟩   0.75
Maximum force   0.758 eV Å⁻¹
Frontier orbital gap (alpha / beta)   2.401 / 5.762 eV
ΔE to the lowest compared entry with this formula, charge and spin   0.0 kcal/mol
LUMO energy (alpha / beta)   5.850 / 5.758 eV
2S+1   2
E_HOMO (alpha / beta)   3.45 / 0.00 eV

Each line ends with the Mulliken charge.
Element x y z (Å)
1 C 1.963 0.266 0.488  -1.23
2 S 1.503 -0.110 -1.244  -0.93
3 H 1.755 -0.512 1.223  0.26
4 H 1.522 1.216 0.806  0.23
5 H 3.043 0.417 0.511  0.28
6 C -2.623 0.312 1.443  -0.94
7 C -1.477 0.043 0.805  0.31
8 O -1.351 -0.468 -0.401  -0.62
9 H -2.625 0.619 2.484  0.24
10 H -3.598 0.289 0.964  0.28
11 H -0.530 0.292 1.280  0.12
12 H -0.383 -0.314 -0.768  -0.01

---

No. 2
Below is C3H7P in the gas phase, with properties calculated with the ωB97M-V functional and the def2-TZVPD basis.

Computed properties:
Net charge   0
Maximum force   5.616 eV Å⁻¹
Frontier orbital gap   9.010 eV
ΔE to the lowest compared entry with this formula, charge and spin   71.3 kcal/mol
LUMO energy   0.618 eV
2S+1   1
E_HOMO   -8.39 eV

Each line ends with the Mulliken charge.
Element x y z (Å)
1 C 0.123 1.312 -0.803  -0.64
2 C -0.151 0.031 -0.701  0.29
3 C -1.253 -0.875 0.175  -0.85
4 P 1.328 -0.700 0.156  -0.27
5 H 1.140 1.456 -0.842  0.29
6 H -0.707 2.002 -1.085  0.24
7 H -1.809 -0.186 0.747  0.33
8 H -0.487 -1.329 0.816  0.25
9 H -1.784 -1.596 -0.349  0.33
10 H 2.201 0.412 0.356  0.00
11 H 1.398 -0.528 1.530  0.03

---

No. 3
Below is C3H7P in the gas phase, with properties calculated with the ωB97M-V functional and the def2-TZVPD basis.

Computed properties:
Net charge   0
Maximum force   4.256 eV Å⁻¹
Frontier orbital gap   9.002 eV
ΔE to the lowest compared entry with this formula, charge and spin   14.6 kcal/mol
LUMO energy   0.305 eV
2S+1   1
E_HOMO   -8.70 eV

Each line ends with the Mulliken charge.
Element x y z (Å)
1 C 1.979 0.608 0.131  -0.93
2 C 0.573 0.137 0.216  -0.12
3 P -0.755 1.078 -0.343  0.00
4 C -2.198 -0.132 0.229  -0.95
5 H 2.431 0.369 1.092  0.27
6 H 2.118 1.671 -0.085  0.32
7 H 2.532 0.095 -0.652  0.26
8 H 0.416 -0.535 0.982  0.29
9 H -2.373 -1.114 -0.165  0.31
10 H -1.958 -0.081 1.303  0.26
11 H -3.211 0.432 0.118  0.29

---

No. 4
Below is 2 unconnected molecules or ions with the total composition C3H7S, with properties calculated with the ωB97M-V functional and the def2-TZVPD basis.

Computed properties:
Net charge   -1
Maximum force   1.937 eV Å⁻¹
Frontier orbital gap   6.325 eV
ΔE to the lowest compared entry with this formula, charge and spin   38.1 kcal/mol
LUMO energy   4.410 eV
2S+1   1
E_HOMO   -1.92 eV

Each line ends with the Mulliken charge.
Element x y z (Å)
1 C 0.185 -0.501 -1.775  -0.37
2 C 1.026 -1.102 -0.903  -0.56
3 H 0.486 0.493 -2.218  0.17
4 H -0.892 -0.760 -1.904  0.20
5 H 2.047 -0.777 -0.685  0.20
6 H 0.781 -2.025 -0.381  0.22
7 C -0.799 1.032 1.576  -0.68
8 S 0.143 -0.512 1.722  -0.67
9 H -1.908 0.869 1.251  0.15
10 H -0.709 1.606 2.546  0.20
11 H -0.359 1.677 0.770  0.14

---

No. 5
Below is 2 unconnected molecules or ions with the total composition C3H8BBrO2, with properties calculated with the ωB97M-V functional and the def2-TZVPD basis.

Computed properties:
Net charge   0
Maximum force   7.330 eV Å⁻¹
Frontier orbital gap   8.067 eV
ΔE to the lowest compared entry with this formula, charge and spin   53.6 kcal/mol
LUMO energy   -0.228 eV
2S+1   1
E_HOMO   -8.30 eV

Each line ends with the Mulliken charge.
Element x y z (Å)
1 B 0.589 0.339 -1.623  0.35
2 C -1.181 -0.896 1.221  -1.29
3 C -0.305 0.310 1.401  -0.36
4 C 1.001 0.161 0.565  -0.46
5 O -0.451 -0.343 -1.989  -0.30
6 O 1.423 1.120 -2.244  -0.29
7 Br 1.967 -1.401 0.959  -0.18
8 H -2.066 -0.713 1.688  0.41
9 H -1.369 -1.049 0.171  0.23
10 H -0.723 -1.703 1.624  0.47
11 H -0.036 0.463 2.394  0.37
12 H -0.907 1.245 1.059  0.23
13 H 1.630 1.101 0.747  0.30
14 H -0.633 -0.038 -2.818  0.24
15 H 1.061 1.403 -3.155  0.29

---

No. 6
Below is a gas-phase ion, C3H8BO2S (charge -1), with properties calculated with the ωB97M-V functional and the def2-TZVPD basis.

Computed properties:
Net charge   -1
Maximum force   0.275 eV Å⁻¹
Frontier orbital gap   7.677 eV
LUMO energy   3.735 eV
2S+1   1
E_HOMO   -3.94 eV

Each line ends with the Mulliken charge.
Element x y z (Å)
1 C -1.514 0.185 1.074  -1.40
2 C -0.202 0.724 0.483  0.40
3 C 1.012 -0.131 0.865  -0.63
4 O 0.999 -1.179 -0.062  -0.58
5 B 0.259 -0.705 -1.264  0.78
6 S 1.404 -0.622 -2.875  -0.45
7 O -0.186 0.663 -0.926  -0.74
8 H -1.398 -0.843 1.420  0.30
9 H -2.275 0.188 0.295  0.30
10 H -1.869 0.791 1.911  0.37
11 H -0.047 1.768 0.785  0.33
12 H 0.941 -0.525 1.888  0.32
13 H 1.929 0.475 0.788  0.25
14 H -0.653 -1.491 -1.527  -0.27
15 H 1.600 0.702 -2.856  0.01

---

No. 7
Below is a molecular structure, C3H8BrCuO3S, with properties calculated with the ωB97M-V functional and the def2-TZVPD basis.

Computed properties:
Net charge   +1
⟨S²⟩   0.75
Maximum force   1.864 eV Å⁻¹
Frontier orbital gap (alpha / beta)   7.314 / 5.009 eV
ΔE to the lowest compared entry with this formula, charge and spin   32.4 kcal/mol
LUMO energy (alpha / beta)   -6.607 / -8.910 eV
2S+1   2
E_HOMO (alpha / beta)   -13.92 / -13.92 eV

Each line ends with the Mulliken charge.
Element x y z (Å)
1 Cu 0.899 -1.703 -5.695  0.76
2 Br -0.453 -0.866 -3.536  0.19
3 O 1.642 -1.631 -0.763  -0.58
4 S 0.771 -1.225 0.309  1.06
5 O 1.067 -1.458 1.694  -0.59
6 O 0.512 0.374 0.124  -0.21
7 C 0.231 1.156 1.287  -0.23
8 C -0.112 2.567 0.755  -1.17
9 C -0.913 -1.843 0.070  -0.59
10 H 1.126 1.232 1.903  0.30
11 H -0.579 0.778 1.914  0.39
12 H -0.961 2.549 0.076  0.30
13 H 0.807 2.822 0.229  0.30
14 H -0.338 3.215 1.597  0.37
15 H -1.171 -1.727 -0.980  0.05
16 H -1.596 -1.329 0.738  0.29
17 H -0.931 -2.911 0.279  0.34

---

No. 8
Below is 2 unconnected molecules or ions with the total composition C3H8BrN2, with properties calculated with the ωB97M-V functional and the def2-TZVPD basis.

Computed properties:
Net charge   +1
Maximum force   4.616 eV Å⁻¹
Frontier orbital gap (alpha / beta)   4.905 / 10.216 eV
ΔE to the lowest compared entry with this formula, charge and spin   144.9 kcal/mol
LUMO energy (alpha / beta)   -5.402 / -3.697 eV
2S+1   1
E_HOMO (alpha / beta)   -10.31 / -13.91 eV

Each line ends with the Mulliken charge.
Element x y z (Å)
1 C -0.332 -0.993 0.837  0.23
2 C -2.683 -1.332 0.078  -0.70
3 C 1.596 0.719 -1.206  -0.74
4 N -1.354 -1.083 0.226  -0.17
5 N 2.021 1.816 -0.129  -0.35
6 Br 0.856 -1.534 2.165  0.00
7 H -2.674 -2.459 -0.201  0.29
8 H -3.285 -0.809 -0.632  0.26
9 H -3.090 -1.314 1.067  0.33
10 H 1.800 -0.243 -0.899  0.41
11 H 0.705 1.076 -1.563  0.39
12 H 3.006 1.596 0.218  0.38
13 H 1.433 1.875 0.646  0.33
14 H 2.001 2.685 -0.606  0.35

---

No. 9
Below is 2 unconnected molecules or ions with the total composition C3H8BrN2, with properties calculated with the ωB97M-V functional and the def2-TZVPD basis.

Computed properties:
Net charge   +1
Maximum force   4.233 eV Å⁻¹
Frontier orbital gap   10.302 eV
ΔE to the lowest compared entry with this formula, charge and spin   38.1 kcal/mol
LUMO energy   -4.149 eV
2S+1   1
E_HOMO   -14.45 eV

Each line ends with the Mulliken charge.
Element x y z (Å)
1 C -0.948 0.707 0.778  -0.34
2 C -0.820 -0.877 0.326  -0.48
3 C 0.167 0.533 -1.227  -0.40
4 N -0.388 1.386 -0.367  -0.12
5 N -0.103 -0.752 -0.915  0.00
6 Br 2.749 0.001 0.059  -0.17
7 H -2.087 0.834 0.957  0.28
8 H -0.258 0.935 1.670  0.31
9 H -0.120 -1.505 1.053  0.24
10 H -1.732 -1.375 0.185  0.36
11 H 0.591 0.751 -2.152  0.52
12 H -0.009 2.205 -0.013  0.32
13 H 2.773 -1.251 1.029  0.24
14 H 0.184 -1.591 -1.383  0.23

---

No. 10
Below is 3 unconnected molecules or ions with the total composition C3H8BrO3P, with properties calculated with the ωB97M-V functional and the def2-TZVPD basis.

Computed properties:
Net charge   0
⟨S²⟩   2.01
Maximum force   3.812 eV Å⁻¹
Frontier orbital gap (alpha / beta)   7.129 / 7.474 eV
ΔE to the lowest compared entry with this formula, charge and spin   7.8 kcal/mol
LUMO energy (alpha / beta)   0.405 / -2.351 eV
2S+1   3
E_HOMO (alpha / beta)   -6.72 / -9.82 eV

Each line ends with the Mulliken charge.
Element x y z (Å)
1 C 0.882 -2.659 -0.336  -0.76
2 C -0.778 -0.448 0.022  -0.80
3 C 1.315 1.474 0.678  0.63
4 O 0.884 1.363 1.884  -0.43
5 O 0.922 2.552 0.063  -0.46
6 O 2.112 0.739 0.140  -0.54
7 P 0.135 -1.559 0.975  -0.08
8 Br 2.314 0.401 -3.214  -0.27
9 H 0.839 -3.729 -0.319  0.37
10 H 1.864 -2.201 -0.175  0.20
11 H 0.491 -2.339 -1.278  0.24
12 H -1.307 0.280 0.550  0.48
13 H -0.933 -0.356 -1.025  0.45
14 H 1.025 0.460 2.229  0.39
15 H 0.108 3.044 0.256  0.35
16 H 2.242 0.546 -1.855  0.24

---

No. 11
Below is a molecular structure, C3H8Cl2EuNb, with properties calculated with the ωB97M-V functional and the def2-TZVPD basis.

Computed properties:
Net charge   +1
⟨S²⟩   15.85
Maximum force   4.634 eV Å⁻¹
Frontier orbital gap (alpha / beta)   5.136 / 4.041 eV
LUMO energy (alpha / beta)   -6.186 / -7.084 eV
2S+1   8
E_HOMO (alpha / beta)   -11.32 / -11.13 eV

Each line ends with the Mulliken charge.
Element x y z (Å)
1 C -0.656 -1.841 0.568  -0.96
2 C 0.865 -1.590 0.574  0.63
3 Cl 2.056 -2.847 0.984  -0.13
4 C 1.343 -0.306 0.224  -0.18
5 Cl 3.105 0.004 0.250  -0.14
6 Nb 0.055 1.489 -0.354  -0.39
7 H -1.169 -1.094 1.202  0.27
8 H -0.978 -1.809 -0.496  0.19
9 H -0.937 -2.849 0.944  0.34
10 H 0.826 1.575 -2.005  0.10
11 H 1.259 2.629 0.373  0.09
12 H -0.776 1.398 1.280  0.10
13 H -1.271 0.423 -1.076  -0.31
14 H -1.018 2.925 -0.755  -0.11
15 Eu -2.705 1.894 -1.713  1.50

---

No. 12
Below is a molecular structure, C3H8ClIN3, with properties calculated with the ωB97M-V functional and the def2-TZVPD basis.

Computed properties:
Net charge   +1
⟨S²⟩   2.01
Maximum force   4.948 eV Å⁻¹
Frontier orbital gap (alpha / beta)   5.720 / 6.380 eV
ΔE to the lowest compared entry with this formula, charge and spin   0.0 kcal/mol
LUMO energy (alpha / beta)   -4.437 / -7.522 eV
2S+1   3
E_HOMO (alpha / beta)   -10.16 / -13.90 eV

Each line ends with the Mulliken charge.
Element x y z (Å)
1 C 0.431 0.037 -0.296  1.14
2 C 0.036 -1.497 -0.521  -1.05
3 C -0.588 1.237 -0.659  -0.42
4 N 0.877 0.205 1.023  -0.76
5 N 0.126 -2.310 0.490  -0.34
6 N -0.705 2.251 0.184  -0.41
7 Cl 1.830 0.206 -1.540  -0.17
8 I -2.469 -0.400 -0.764  0.35
9 H 0.052 -1.870 -1.532  0.56
10 H -0.568 1.486 -1.711  0.55
11 H 1.641 -0.414 1.268  0.28
12 H -0.025 -3.306 0.378  0.25
13 H 1.177 1.156 1.203  0.26
14 H -0.731 2.075 1.177  0.23
15 H -1.192 3.079 -0.132  0.28
16 H 0.109 -1.937 1.432  0.23